19
Properties=species:S:1:pos:R:3:nbo_charge:R:1 method="wB97M-V/def2-TZVPD" total_charge=+1 de_lowest_kj_mol=491.3 fmax_ev_per_a=5.78 total_energy_ev=-10946.384 homo_energy_ev=-13.99
C 2.32136 1.03621 0.06315 -0.118
C 1.01488 1.41965 0.19755 -0.046
C 3.10448 -0.24008 0.10605 0.389
C -2.47131 0.14128 -0.25935 -0.291
C -2.12320 -0.15540 1.11168 -0.243
C -0.86474 -0.14738 0.01291 0.208
C -0.49635 -1.35480 -0.81197 -0.672
N -0.15830 0.89673 0.31105 -0.241
O 2.83559 -1.30736 0.43951 -0.428
H 3.08854 1.88735 0.02654 0.244
H 1.04113 2.56590 0.44189 0.245
H 4.04912 -0.01351 -0.52157 0.121
H -3.03187 -0.41763 -1.01133 0.279
H -2.65411 1.19288 -0.52514 0.260
H -1.99403 0.67860 1.83442 0.273
H -2.18190 -1.11260 1.52153 0.253
H -1.17243 -2.13352 -0.53470 0.244
H 0.50692 -1.70183 -0.56890 0.265
H -0.81378 -1.23451 -1.83331 0.257

=====

119
Properties=species:S:1:pos:R:3:mulliken_charge:R:1 method="wB97M-V/def2-TZVPD" de_lowest_kj_mol=105.7 multiplicity=5 s2=6.010 fmax_ev_per_a=2.82 total_energy_ev=-87063.910 homo_energy_ev="-5.86 / -5.78"
Fe -0.24015 -0.40522 0.10828 2.130
C 3.54247 -1.61028 -0.05955 -1.593
C 3.45925 -1.55143 1.47544 1.232
C 4.86938 -1.25632 1.97994 -1.213
C 4.99645 -0.90008 3.44727 -0.682
C 4.00906 0.23651 3.74936 -1.479
C 2.58110 0.04561 3.22311 2.081
N 2.54770 -0.47674 1.88154 0.153
O 1.27050 -0.74433 1.42913 0.822
C 1.87597 1.39686 3.41018 -2.202
C 1.89203 -0.87195 4.32219 -1.460
C 3.06414 -2.93028 2.03227 -1.424
H 2.56204 -1.70289 -0.52381 -0.419
H 4.13013 -2.47757 -0.37145 0.541
H 4.08437 -0.72147 -0.38232 0.496
H 5.34732 -0.43009 1.44509 0.368
H 5.50203 -2.13927 1.83437 0.372
H 6.00009 -0.50516 3.61322 0.465
H 4.79785 -1.68825 4.17779 0.328
H 4.47953 1.17862 3.43609 0.535
H 4.07457 0.35806 4.83734 0.339
H 2.03881 1.84529 4.38722 0.445
H 0.80609 1.27599 3.22308 0.086
H 2.22376 2.12076 2.66436 0.507
H 1.21411 -1.60102 3.86890 -0.073
H 1.38973 -0.29006 5.09007 0.445
H 2.62802 -1.53002 4.79512 0.381
H 2.11237 -3.24939 1.60330 -0.134
H 2.97730 -2.93444 3.11977 0.292
H 3.80086 -3.69731 1.78238 0.547
C 2.66168 -0.88425 -3.59475 -1.509
C 1.68499 0.24682 -3.35773 1.657
C 1.72321 1.29350 -4.49879 -1.186
C 0.80744 0.96185 -5.66852 -1.113
C -0.54997 0.44081 -5.22884 -0.776
C -0.50728 -0.75697 -4.25675 1.581
N 0.32969 -0.29874 -3.15107 0.022
O 0.02854 -0.75348 -1.88428 0.434
C 0.01736 -1.95179 -5.03682 -1.705
C -1.94127 -1.03831 -3.84632 -1.941
C 2.13214 1.03851 -2.10639 -1.082
H 3.69447 -0.50728 -3.61509 0.462
H 2.56313 -1.43390 -4.52792 0.342
H 2.64564 -1.63102 -2.79766 0.063
H 2.74190 1.62594 -4.70991 0.468
H 1.33345 2.23849 -4.08725 0.328
H 1.35907 0.22296 -6.27578 0.335
H 0.76296 1.71011 -6.46669 0.483
H -1.16017 0.16959 -6.09735 0.482
H -1.09234 1.27371 -4.76935 -0.068
H 0.91639 -1.69153 -5.59932 0.331
H -0.64628 -2.32950 -5.81784 0.389
H 0.34540 -2.76607 -4.38568 0.267
H -2.55217 -1.18040 -4.74806 0.582
H -2.43032 -0.15092 -3.43832 0.270
H -2.09862 -1.94556 -3.26553 0.171
H 2.16180 0.32739 -1.28080 -0.634
H 1.47790 1.86185 -1.82379 -0.450
H 3.11315 1.46216 -2.32175 0.865
C -0.46465 -3.53590 -0.09941 -2.209
C -1.56028 -3.31250 0.94561 1.811
C -0.98806 -3.90118 2.24445 -1.083
C -1.84428 -3.52011 3.46582 -1.005
C -1.82301 -2.00888 3.56228 -0.607
C -2.41863 -1.30910 2.30324 1.468
N -1.72912 -1.84622 1.11950 1.388
O -2.23994 -1.29120 -0.07640 -0.316
C -3.94866 -1.47308 2.32076 -1.703
C -2.05280 0.15540 2.49215 -1.637
C -2.79610 -4.08408 0.49662 -1.682
H 0.51029 -3.09661 0.11012 0.132
H -0.73052 -3.31093 -1.13790 0.095
H -0.34853 -4.62295 -0.18534 0.647
H -0.93819 -4.99302 2.21919 0.528
H 0.05180 -3.60332 2.39598 -0.187
H -1.32497 -4.05868 4.26362 0.516
H -2.81513 -4.00700 3.34571 0.399
H -0.75622 -1.77647 3.64895 -0.479
H -2.21719 -1.58501 4.48712 0.703
H -4.25376 -2.51465 2.25521 0.234
H -4.27745 -1.16347 3.31543 0.421
H -4.41877 -0.76906 1.63173 0.433
H -2.40541 0.62610 3.41314 0.774
H -0.96283 0.24551 2.52132 -0.453
H -2.59390 0.72612 1.72852 0.188
H -2.53074 -5.06089 0.10026 0.497
H -3.38254 -3.62300 -0.30686 0.223
H -3.52627 -4.17740 1.30304 0.286
H -3.17819 -1.53659 -0.16923 0.338
C -3.03845 1.33384 -1.28064 -1.476
C -2.37360 2.69288 -1.10020 2.222
C -3.51475 3.68022 -0.82684 -1.761
C -3.06783 5.02186 -0.27617 -0.718
C -2.19652 4.74409 0.93172 -1.464
C -0.96934 3.89360 0.63481 2.271
N -1.39555 2.62763 0.00596 -0.025
O -0.31385 1.76314 -0.23593 1.474
C 0.05365 4.68016 -0.20249 -1.450
C -0.32418 3.55419 1.96827 -2.549
C -1.68476 2.96283 -2.47482 -1.228
H -3.44550 0.94459 -0.34533 0.145
H -2.33698 0.59995 -1.68762 -0.821
H -3.85554 1.33128 -2.00688 0.687
H -3.96559 3.88211 -1.80947 0.401
H -4.40037 3.23557 -0.36433 0.455
H -3.83788 5.71643 0.06716 0.466
H -2.54263 5.56934 -1.06529 0.332
H -2.81089 4.15436 1.62449 0.400
H -1.97997 5.67799 1.45369 0.423
H 0.52661 4.02522 -0.94736 0.030
H -0.27143 5.54638 -0.77935 0.338
H 0.92186 4.99266 0.38123 0.470
H -0.17350 4.39985 2.63828 0.550
H -0.89701 2.77375 2.47682 0.109
H 0.66061 3.09325 1.85086 0.408
H -0.87983 2.22869 -2.56132 -0.218
H -1.27303 3.96979 -2.55632 0.321
H -2.41967 2.80340 -3.26090 0.654
H 0.21127 2.23101 -0.90805 -1.123

=====

74
Properties=species:S:1:pos:R:3:mulliken_charge:R:1 method="wB97M-V/def2-TZVPD" total_charge=+4 de_lowest_kj_mol=0.0 multiplicity=5 s2=6.048 fmax_ev_per_a=2.98 total_energy_ev=-59874.032 homo_energy_ev="-17.81 / -20.45"
Pd 0.19366 0.20487 0.04370 0.480
P 0.59614 -1.98489 -0.66080 0.723
P 2.53452 0.09896 1.00452 1.218
P -2.15434 0.77842 0.04477 1.000
H 1.52691 2.52453 -0.40763 0.335
C 0.48784 2.43737 -0.06739 -1.125
C 0.24239 2.28575 1.29953 -0.343
H 1.07423 2.33251 2.00079 0.664
C 1.72401 -2.02459 -2.10463 -1.342
C 1.26021 -3.35476 0.38944 -1.253
C -0.93839 -2.75880 -1.28254 -1.224
C 3.31489 1.51715 1.87046 -1.575
C 2.79727 -1.16088 2.31397 -1.527
C 3.92624 -0.24353 -0.15313 -1.455
C -2.87543 2.31959 0.73801 -1.567
C -3.35729 -0.43832 0.67739 -1.265
C -2.72156 1.01766 -1.68168 -0.847
H -0.30865 2.74402 -0.75225 0.424
H -0.77198 2.37435 1.68956 0.123
H 1.33366 -2.73308 -2.85047 0.513
H 2.70533 -2.36539 -1.76681 0.430
H 1.84567 -1.04189 -2.58267 0.293
H 1.20477 -4.32024 -0.13016 0.507
H 0.67771 -3.44384 1.31290 0.288
H 2.31096 -3.19684 0.64816 0.385
H -0.69152 -3.61959 -1.91422 0.557
H -1.52274 -2.04643 -1.87460 0.338
H -1.54379 -3.10832 -0.43827 0.261
H 4.40416 1.42695 1.78626 0.536
H 3.05108 1.51398 2.93298 0.408
H 3.01304 2.46753 1.42720 0.448
H 3.74506 -1.68545 2.12967 0.456
H 1.98471 -1.88984 2.35093 0.257
H 2.84999 -0.67418 3.29416 0.485
H 4.86599 0.09517 0.29982 0.530
H 3.77077 0.32593 -1.07497 0.360
H 4.02567 -1.30361 -0.40199 0.310
H -3.82727 2.50032 0.22595 0.538
H -2.21905 3.17146 0.55418 0.451
H -3.05070 2.21694 1.81324 0.432
H -4.31799 -0.26967 0.17886 0.572
H -3.47788 -0.30569 1.75561 0.333
H -3.01704 -1.45510 0.47597 0.220
H -3.69939 1.51368 -1.70872 0.628
H -2.79006 0.04394 -2.17504 0.454
H -1.97278 1.62233 -2.20303 -0.394
C -0.38363 1.24168 -4.61673 0.938
C 0.43465 0.69168 -5.62407 -0.331
C 0.38926 1.24235 -6.90885 -0.544
C -0.52488 2.25682 -7.21778 -0.472
C -1.37385 2.75650 -6.21802 -0.552
C -1.29504 2.26791 -4.91038 -0.261
O -0.24187 0.81409 -3.30368 -0.205
H -0.43233 -0.14787 -3.23172 0.143
H 1.12284 -0.12635 -5.38337 0.419
H 1.08361 0.88361 -7.67275 0.442
H -0.58796 2.63866 -8.24019 0.467
H -2.09633 3.54259 -6.45181 0.448
H -1.92403 2.68396 -4.12832 0.440
C 0.44319 0.43858 6.24276 -1.195
C -0.19248 -0.17912 5.07546 0.588
C -1.02501 -1.28510 4.96897 -0.850
C -1.24457 -1.46463 3.58829 0.569
N -0.61171 -0.51283 2.87735 0.486
N -0.00670 0.25207 3.80664 0.245
C -2.01768 -2.54237 2.95815 -1.239
H -0.26386 1.03219 6.82753 0.362
H 0.83896 -0.32745 6.91243 0.413
H 1.26690 1.09473 5.95913 0.331
H -1.43758 -1.87696 5.77048 0.586
H 0.55534 1.04884 3.52284 -0.105
H -1.56669 -2.86988 2.01627 0.062
H -2.07002 -3.40925 3.61993 0.469
H -3.04751 -2.25293 2.73446 0.306

=====

46
Properties=species:S:1:pos:R:3:nbo_charge:R:1 method="wB97M-V/def2-TZVPD" de_lowest_kj_mol=86.9 fmax_ev_per_a=0.68 total_energy_ev=-27142.384 homo_energy_ev=-8.68 smiles="CC(=O)N1CCC(C(=O)NCCOc2cccc(C)c2)CC1"
C -0.30525 -2.37168 0.40171 -0.730
C -1.80063 -2.22922 0.54131 0.684
O -2.43822 -2.82245 1.39164 -0.631
N -2.39944 -1.36774 -0.32298 -0.465
C -1.70335 -0.63631 -1.36451 -0.223
H -1.44031 -1.30922 -2.19315 0.196
C -2.57492 0.50359 -1.89715 -0.404
H -1.94084 1.21578 -2.42706 0.234
H -3.30616 0.11858 -2.61001 0.210
C -3.32652 1.22336 -0.76739 -0.304
C -2.31746 1.95671 0.11584 0.683
O -2.04540 3.12650 -0.07002 -0.636
N -1.74626 1.22652 1.09661 -0.632
H -1.92449 0.23694 1.15759 0.414
C -0.71008 1.78854 1.93084 -0.237
H -1.03417 2.78131 2.25578 0.224
C 0.61338 1.95803 1.17993 -0.082
O 1.17507 0.68073 0.94434 -0.538
C 2.43381 0.62354 0.40573 0.394
C 3.03594 -0.63431 0.39140 -0.300
C 4.30041 -0.81562 -0.13847 0.023
C 4.97522 0.28413 -0.66081 -0.252
C 4.38455 1.53089 -0.64596 -0.177
C 3.11650 1.71375 -0.11676 -0.331
H 2.67842 2.69866 -0.12315 0.221
H 4.91150 2.38207 -1.05127 0.213
H 5.96420 0.15691 -1.07525 0.209
C 4.94572 -2.16800 -0.14072 -0.630
H 5.81996 -2.16745 0.50949 0.222
H 4.25566 -2.93115 0.20894 0.214
H 5.27929 -2.42856 -1.14387 0.220
H 2.49827 -1.46944 0.81266 0.215
H 1.29806 2.56274 1.78776 0.182
H 0.41734 2.47911 0.23509 0.196
H -0.56683 1.14142 2.79634 0.213
H -3.93226 2.01370 -1.22043 0.241
C -4.23381 0.23486 -0.01297 -0.416
C -3.83925 -1.21722 -0.30006 -0.233
H -4.24815 -1.54025 -1.26353 0.186
H -4.22112 -1.88267 0.47646 0.258
H -4.18584 0.42913 1.05947 0.217
H -5.27061 0.37547 -0.32059 0.221
H -0.77356 -0.22574 -0.96208 0.215
H -0.03279 -2.65060 -0.61351 0.226
H 0.02844 -3.14260 1.09122 0.242
H 0.18596 -1.43276 0.65155 0.248